No. 1
Density functional theory data (the ωB97M-V functional and the def2-TZVPD basis) for a molecular structure, C4H4AgO5 in a non-equilibrium geometry.

```
! RIJCOSX wB97M-V def2-TZVPD def2/J DEFGRID3
* xyz 2 2
Ag 1.65254 0.24934 -0.34604
O -2.63439 -0.79850 0.55874
O -1.75208 1.25325 0.62460
O -0.39102 0.13711 -0.80843
O 5.12523 -0.03521 -0.63686
O 0.32963 0.69922 1.18146
C 4.01246 0.06511 -0.60757
C -0.61835 0.54239 0.36548
C -3.63254 -1.33295 0.02458
C -2.92103 0.70290 0.16439
H -2.95568 0.75078 -0.93233
H -3.75496 1.16720 0.70503
H -3.77707 -1.31997 -1.06580
H -4.24972 -1.95372 0.68917
*
```

Values from the calculation:
**Highest occupied orbital energy (spin up / spin down)**: -20.22 / -20.71 eV
**Relative energy (zero: lowest compared OMol25 entry of this formula, charge and spin)**: 85.3 kJ/mol
**HOMO-LUMO gap (spin up / spin down)**: 9.5132 / 8.4962 eV

Computed natural (NBO) charges, given in elementary charges: Ag 1.155; O -0.409; O -0.443; O -0.570; O -0.301; O -0.461; C 0.431; C 0.949; C 0.480; C 0.210; H 0.228; H 0.272; H 0.221; H 0.238


No. 2
Density functional theory data (the ωB97M-V functional and the def2-TZVPD basis) for a molecular structure, C39H37BF2N4O4S5Sr.

```
! RIJCOSX wB97M-V def2-TZVPD def2/J DEFGRID3
* xyz 0 1
Sr 0.43753 0.13328 0.24818
S -2.47711 3.41004 3.32021
S 3.35882 0.37740 -2.54947
S -1.10982 2.94659 -2.13149
S 2.79752 0.61276 2.50039
S -4.76050 0.44808 -1.70449
F 0.01432 -1.66631 -3.09527
F -0.08801 -3.31187 -1.62416
O 3.09515 1.27943 3.74677
O -0.39586 1.83976 -1.42959
O 2.48235 1.48995 1.36036
O 2.44153 0.09616 -1.40342
N -0.57208 -1.81450 2.11215
N 1.61362 -0.39874 2.49806
N -2.74054 -0.01365 -0.21878
N -1.34830 1.86962 1.63633
C -3.44352 2.74070 2.08551
C 6.18349 2.19353 -0.29169
C -0.16855 -3.18337 4.08230
C 0.18494 -2.14307 3.19919
C -3.49463 1.00788 -5.47205
C 0.65448 -3.46713 5.20133
C -1.82791 0.84708 -3.74218
C 0.12930 3.77134 -3.17358
C -2.54597 0.26898 -4.78183
C 4.95307 1.74468 -0.74610
C 0.22055 2.71774 3.37077
C 5.47504 0.04802 2.68830
C -3.22339 1.22799 0.12617
C 4.90850 0.99220 -1.90905
C -1.35086 -3.90125 3.79803
C 1.77845 -2.72347 5.41150
C 2.76187 1.94858 -3.22548
C -4.29475 1.65747 -0.59551
C -2.67858 1.95394 1.28346
C 0.70983 2.97700 -4.33817
C 5.41510 -1.81793 0.62801
C 4.28279 -0.25997 2.05118
C -1.65948 -2.50729 1.88555
C 6.61754 -1.50022 1.24656
C -3.45664 -0.54829 -1.16437
C -3.73958 2.33346 -5.12676
C -3.22881 -1.88866 -1.77836
C 1.38236 -1.37994 3.43387
C 6.64649 -0.57559 2.28090
C -3.02285 2.92375 -4.09847
C 4.24118 -1.20138 1.03113
C 7.28447 1.13026 -2.15347
C -2.06391 2.17509 -3.42964
C 7.34384 1.89076 -0.99429
C -1.10093 2.59061 2.69627
C 6.05902 0.66937 -2.61382
C 1.45775 1.69537 -3.96703
C 2.14692 -1.67653 4.53951
C -2.09451 -3.56785 2.70420
B 0.05104 -1.95539 -1.72504
H -2.23481 -2.21954 1.01466
H 0.88779 4.08351 -2.45099
H -4.05481 0.55011 -6.27716
H 7.58108 -0.33771 2.77280
H 1.00882 2.85404 2.63388
H 1.37991 3.64858 -4.88500
H 5.99911 0.05351 -3.50393
H 3.03691 -1.09870 4.74945
H 3.30618 -1.44799 0.54466
H -3.21016 3.95391 -3.81559
H 1.67246 1.13450 -4.87961
H -4.50663 2.90206 2.02952
H 2.63916 2.59241 -2.34976
H 6.23552 2.77160 0.62180
H 5.47231 0.77143 3.49282
H 2.40970 -2.93168 6.26668
H 0.82751 1.05671 -3.35036
H -4.49061 2.90405 -5.65730
H -2.48660 -1.83081 -2.57684
H 0.22514 3.55863 4.06319
H -4.15714 -2.28162 -2.19408
H -2.35659 -0.76443 -5.04347
H -3.00343 -4.09629 2.45008
H 4.04094 1.94593 -0.19738
H -2.83775 -2.58354 -1.03873
H -0.09872 2.72735 -5.02752
H 7.53283 -1.98170 0.92559
H -1.64856 -4.70988 4.45545
H 3.53689 2.36759 -3.87060
H 8.19028 0.88475 -2.69264
H -0.36867 4.67829 -3.52681
H 0.37585 -4.27032 5.87204
H 0.45690 1.81235 3.92959
H -4.81796 2.59524 -0.50587
H 8.30141 2.24005 -0.62938
H 5.38796 -2.54867 -0.17040
H -1.10564 0.26663 -3.18011
*
```

Values from the calculation:
**Highest occupied orbital energy**: -6.12 eV
**Relative energy (zero: lowest compared OMol25 entry of this formula, charge and spin)**: 219.7 kJ/mol
**HOMO-LUMO gap**: 6.2918 eV

Computed Mulliken charges, given in elementary charges: Sr 1.505; S -0.269; S -0.025; S -0.084; S 1.011; S -0.277; F -0.271; F -0.228; O -0.771; O -0.192; O -0.617; O 0.137; N 0.718; N 1.583; N 0.439; N 0.903; C -0.611; C -0.669; C 0.988; C -0.070; C -0.623; C -0.956; C 0.449; C -0.844; C -0.932; C -0.110; C -0.757; C -0.368; C 0.001; C 0.972; C -0.723; C -0.935; C -1.080; C -0.624; C -0.895; C -1.085; C -0.671; C -0.051; C -0.040; C -0.471; C 0.783; C -0.768; C -1.120; C -0.945; C -0.737; C -0.930; C -0.652; C -0.581; C 1.088; C -0.565; C 0.257; C -0.671; C 0.714; C -0.753; C -1.031; B -0.693; H 0.007; H 0.569; H 0.391; H 0.421; H -0.020; H 0.542; H 0.433; H 0.498; H 0.516; H 0.466; H 0.504; H 0.514; H 0.364; H 0.448; H 0.522; H 0.389; H -0.712; H 0.413; H 0.054; H 0.572; H 0.513; H 0.511; H 0.447; H 0.073; H 0.176; H 0.403; H 0.401; H 0.407; H 0.562; H 0.408; H 0.555; H 0.386; H 0.129; H 0.494; H 0.408; H 0.465; H -0.081


No. 3
Density functional theory data (the ωB97M-V functional and the def2-TZVPD basis) for 4 unconnected molecules or ions with the total composition C4H13NO3 in a non-equilibrium geometry.

```
! RIJCOSX wB97M-V def2-TZVPD def2/J DEFGRID3
* xyz 0 1
O -1.77053 -1.39858 1.21747
O -2.08511 1.45750 0.65991
O 0.60544 1.04891 1.96010
N -1.78340 -0.21720 -1.80589
C 0.51967 0.04668 -1.11397
C 2.85761 0.18316 -0.33172
C -0.51520 -0.68895 -1.56394
C 1.81806 -0.51787 -0.80875
H 3.78005 -0.32156 -0.09431
H -2.40261 0.58032 0.92173
H 1.25577 0.60453 1.39361
H 0.37432 1.10048 -0.89877
H -1.95631 0.65127 -1.32280
H -1.20747 1.48993 1.08806
H 1.11120 1.75670 2.41517
H -2.49192 -0.90441 -1.59993
H 2.78743 1.25642 -0.22006
H -1.51978 -1.76056 2.04567
H -0.37418 -1.73636 -1.81599
H -0.95247 -1.05067 0.84666
H 1.94944 -1.57975 -0.97225
*
```

Values from the calculation:
**Structure (SMILES)**: C=C/C=C/N.O.O.O
**Highest occupied orbital energy**: -7.96 eV
**Relative energy (zero: lowest compared OMol25 entry of this formula, charge and spin)**: 144.4 kJ/mol
**HOMO-LUMO gap**: 8.5384 eV

Computed natural (NBO) charges, given in elementary charges: O -0.957; O -0.983; O -0.974; N -0.796; C -0.391; C -0.479; C 0.060; C -0.182; H 0.206; H 0.487; H 0.493; H 0.213; H 0.407; H 0.494; H 0.482; H 0.381; H 0.191; H 0.476; H 0.190; H 0.483; H 0.201


No. 4
Density functional theory data (the ωB97M-V functional and the def2-TZVPD basis) for 4 unconnected molecules or ions with the total composition C21H65N11O7P4 in a non-equilibrium geometry.

```
! RIJCOSX wB97M-V def2-TZVPD def2/J DEFGRID3
* xyz 0 1
P 0.92838 0.96446 -3.07874
P -5.14112 5.57780 -0.69936
P 4.56209 -5.27332 1.00935
P 0.68325 -0.65600 2.44843
O 0.76962 1.13762 -1.63718
O 1.41501 2.25101 -3.86704
O 0.33678 -0.69239 0.98014
O 1.90941 -0.21944 -3.47381
O -0.47886 0.65840 -3.75827
O 3.84792 -4.11647 1.65308
O -4.54781 4.37566 -0.01638
N -0.85950 -0.26069 3.09057
N -5.66480 7.18138 -0.94018
N 1.99152 -1.95652 -1.78414
N 1.26328 -1.18469 3.95377
N 3.14843 -6.05468 0.39229
N -0.97317 -0.64380 -3.37024
N -6.68794 4.94056 -1.08913
N 5.56068 -4.40735 -0.08477
N 5.49726 -6.68764 0.85844
N 1.88427 0.58498 2.34340
N -3.95299 5.70579 -1.94858
C -4.18934 5.72312 -3.38359
C 2.88551 -6.42664 -0.98916
C 2.46432 0.77602 1.01230
C -2.62807 0.38523 -1.76344
C -6.62725 7.67229 -1.90214
C 6.19269 -7.17857 -0.31168
C -1.35195 0.94945 3.70291
C -1.86196 -1.30485 3.00216
C -4.72805 8.19968 -0.45425
C 1.88705 -5.70675 1.05442
C 5.51697 -4.28827 -1.52187
C -7.57589 4.71787 0.03678
C 5.19111 -7.72117 1.85335
C -7.27123 4.56893 -2.35487
C 2.53810 -1.90657 3.86344
C -2.37574 -0.48211 -3.02664
C 6.63676 -3.64336 0.51908
C 2.63711 -0.82664 -2.35641
C 1.93152 1.83315 3.08551
C -2.66387 5.06375 -1.67245
C 0.94697 -0.67766 5.26961
H 2.02397 -5.58513 2.12465
H 1.69119 -2.60122 -2.50128
H 1.85095 -6.74950 -1.10448
H 3.56148 -1.19468 -2.80421
H -2.67986 3.99257 -1.90499
H -3.24628 5.64472 -3.92404
H -6.64108 4.81153 -3.20526
H -1.86743 5.52942 -2.25774
H -4.21692 7.84945 0.44407
H 7.14340 -6.65793 -0.46000
H -8.21982 5.10070 -2.51790
H -8.08212 5.64784 0.33728
H 4.91956 -7.26417 2.80643
H 3.01696 -5.59732 -1.68891
H 3.39366 -1.22041 3.87731
H 6.43483 -8.23290 -0.18423
H -4.61485 6.67100 -3.72264
H -1.77887 -1.84823 2.05732
H -6.52019 8.75015 -2.01768
H -7.48322 3.49348 -2.40142
H 6.47882 -4.58356 -1.96566
H 2.92142 -0.11463 -1.59103
H 1.16116 -6.51268 0.92353
H 1.84258 1.42223 0.38850
H -1.75554 -2.03278 3.82122
H 2.58433 -0.17799 0.50815
H 1.69733 -1.01173 5.98508
H -7.02430 4.34110 0.90144
H -2.15054 1.40761 3.10674
H 1.23218 -1.68102 -1.16747
H 4.76602 -4.92222 -1.98252
H -1.76160 0.74119 4.70219
H 0.91463 0.41118 5.32733
H 6.96552 -2.83504 -0.13464
H 2.70991 2.48283 2.68505
H 2.58503 -2.47917 2.93672
H 2.21758 1.68381 4.13008
H 2.65039 -2.62588 4.67679
H -8.33942 3.97621 -0.19964
H -6.52108 7.23435 -2.89486
H -2.85600 -1.45065 -2.92356
H -3.25455 -0.20452 -1.09303
H 7.50593 -4.28142 0.73974
H 3.46481 1.21560 1.08184
H 6.31224 -3.18225 1.45523
H -0.45007 -0.98811 -2.56913
H 3.47317 -7.29223 -1.30466
H -0.58185 1.70189 3.84477
H -2.80600 0.05648 -3.87099
H -1.70826 0.58911 -1.21481
H -3.96426 8.43811 -1.20413
H 1.00358 2.40800 3.02053
H 1.45478 -4.78109 0.65415
H 2.22767 2.55502 -3.44584
H -0.01432 -1.06042 5.62677
H -2.87058 -0.89209 3.04252
H 5.61772 -7.09360 -1.23386
H -4.79917 4.88393 -3.72910
H 5.30962 -3.25736 -1.83438
H -5.24952 9.11777 -0.17783
H 6.05911 -8.35344 2.04749
H -7.65381 7.49708 -1.56637
H 4.35533 -8.35514 1.53417
H -3.10234 1.33328 -2.00207
H -2.37948 5.18131 -0.63148
*
```

Values from the calculation:
**Structure (SMILES)**: CN(C)P(=O)(N(C)C)N(C)C.CN(C)P(=O)(N(C)C)N(C)C.CN(C)P(=O)(N(C)C)N(C)C.CCNO[P@](=O)(O)OCN
**Highest occupied orbital energy**: -7.71 eV
**HOMO-LUMO gap**: 8.2082 eV

Mulliken population analysis, charges in e, atoms 1 to 99: P 0.659; P 0.743; P 0.537; P 0.587; O -0.314; O -0.577; O -0.650; O -0.373; O -0.226; O -0.552; O -0.816; N 0.422; N 0.022; N -0.062; N 0.058; N 0.181; N -0.394; N 0.234; N 0.303; N 0.018; N 0.195; N 0.226; C -1.042; C -0.961; C -1.017; C -0.447; C -0.929; C -0.956; C -1.041; C -1.132; C -1.120; C -1.126; C -0.849; C -1.142; C -1.152; C -0.988; C -1.171; C -0.519; C -1.134; C -0.351; C -1.055; C -1.118; C -1.010; H 0.300; H 0.282; H 0.420; H 0.277; H 0.327; H 0.394; H 0.269; H 0.407; H 0.334; H 0.219; H 0.374; H 0.270; H 0.329; H 0.184; H 0.299; H 0.410; H 0.251; H 0.236; H 0.405; H 0.305; H 0.373; H 0.316; H 0.417; H 0.508; H 0.250; H -0.060; H 0.420; H 0.306; H 0.302; H -0.044; H 0.284; H 0.368; H 0.331; H 0.420; H 0.397; H 0.340; H 0.253; H 0.490; H 0.413; H 0.320; H 0.405; H 0.308; H 0.254; H 0.492; H 0.260; H 0.196; H 0.252; H 0.273; H 0.375; H 0.143; H 0.333; H 0.302; H 0.317; H 0.352; H 0.232; H 0.428


No. 5
Density functional theory data (the ωB97M-V functional and the def2-TZVPD basis) for a molecular structure, C7H14O3 in a non-equilibrium geometry.

```
! RIJCOSX wB97M-V def2-TZVPD def2/J DEFGRID3
* xyz 0 1
O 0.25855 0.09666 1.68901
O 2.46151 1.13753 1.64116
O 4.21667 0.65288 0.44462
C -1.25017 0.54647 -0.84876
C 0.23021 -1.97039 0.51900
C -1.77774 1.52340 0.17680
C 0.62362 0.24913 -0.65329
C 0.31422 -0.47552 0.54396
C 2.87194 0.50207 0.63023
C -2.16715 -0.62777 -1.11334
H -1.95940 1.04045 1.13506
H -2.71942 1.95315 -0.17392
H -0.16848 -2.36182 -0.41428
H -0.36362 -2.33940 1.35483
H 0.89337 -0.33344 -1.52478
H 1.26973 0.74141 1.83919
H -2.39409 -1.17020 -0.19642
H 0.94624 1.27563 -0.57091
H 4.46811 0.10104 -0.30503
H -1.74405 -1.32314 -1.83796
H 1.24481 -2.36189 0.62311
H -1.06267 1.06939 -1.78802
H -1.07686 2.33923 0.35005
H -3.11534 -0.26487 -1.52029
*
```

Values from the calculation:
**Highest occupied orbital energy**: -7.36 eV
**Relative energy (zero: lowest compared OMol25 entry of this formula, charge and spin)**: 382.3 kJ/mol
**HOMO-LUMO gap**: 7.7993 eV

Computed natural (NBO) charges, given in elementary charges: O -0.690; O -0.719; O -0.720; C -0.154; C -0.721; C -0.645; C -0.434; C 0.653; C 0.326; C -0.640; H 0.221; H 0.220; H 0.225; H 0.241; H 0.236; H 0.516; H 0.207; H 0.255; H 0.482; H 0.213; H 0.270; H 0.212; H 0.222; H 0.225


No. 6
Density functional theory data (the ωB97M-V functional and the def2-TZVPD basis) for a molecular structure, C4H8N2S in a non-equilibrium geometry.

```
! RIJCOSX wB97M-V def2-TZVPD def2/J DEFGRID3
* xyz 0 1
S -2.57306 0.08564 0.22170
N 1.70993 -0.95646 -0.60266
N -1.00413 -0.41579 -0.05128
C 1.16068 0.42321 -0.78671
C 1.99531 0.91799 0.34440
C 2.00578 -0.57356 0.79067
C -0.18691 0.47193 -0.25786
H 2.89444 -0.97934 1.38253
H 1.76543 1.70493 1.10181
H -3.43475 -1.21678 -0.66602
H 2.88686 1.20707 0.02965
H 1.07043 -0.85581 1.52658
H -0.77338 1.55826 -0.33321
H 0.81659 -1.61302 -0.78833
H 1.15345 0.99278 -1.76563
*
```

Values from the calculation:
**Highest occupied orbital energy**: -8.97 eV
**Relative energy (zero: lowest compared OMol25 entry of this formula, charge and spin)**: 553.1 kJ/mol
**HOMO-LUMO gap**: 8.7987 eV

Computed natural (NBO) charges, given in elementary charges: S 0.173; N -0.601; N -0.630; C -0.135; C -0.412; C -0.220; C 0.146; H 0.204; H 0.216; H 0.140; H 0.208; H 0.178; H 0.130; H 0.378; H 0.224